H24O12 | the ωB97M-V functional and the def2-TZVPD basis

Values from the calculation:
Structure (SMILES): O.O.O.O.O.O.O.O.O.O.O.O
HOMO: -10.423 eV
LUMO level: 0.001 Ha
E_tot: -24959.052 eV
Strongest force on any atom: 0.746 eV/Å
Gap between HOMO and LUMO: 10.45 eV

Last column: Mulliken charge in e.
Positions of all 36 atoms, in Å:
O  -0.19  -0.01  -0.16  -0.526
H  -0.40  -0.95  -0.19  0.305
H  -0.73  0.33  0.57  0.294
O  -5.13  1.13  0.25  -0.638
H  -5.40  0.72  1.08  0.310
H  -4.79  1.99  0.51  0.328
O  2.79  -2.77  0.60  -0.624
H  3.57  -3.12  0.14  0.303
H  2.32  -2.28  -0.08  0.313
O  -2.68  2.78  -0.36  -0.629
H  -1.89  3.21  -0.72  0.292
H  -2.37  1.89  -0.13  0.328
O  -1.38  -1.40  3.37  -0.602
H  -1.58  -1.55  4.30  0.300
H  -0.82  -2.14  3.13  0.302
O  2.89  0.21  -2.38  -0.611
H  2.70  -0.51  -3.00  0.341
H  3.78  0.49  -2.60  0.290
O  1.84  1.51  2.91  -0.566
H  2.05  0.70  3.39  0.306
H  2.17  1.35  2.02  0.267
O  0.95  0.08  -4.20  -0.620
H  0.36  0.49  -4.84  0.284
H  1.47  0.81  -3.86  0.330
O  -0.78  -2.97  -0.35  -0.629
H  -1.34  -3.74  -0.52  0.286
H  -0.32  -3.19  0.47  0.288
O  0.00  -4.50  -2.40  -0.590
H  -0.45  -3.96  -3.06  0.312
H  0.89  -4.60  -2.75  0.287
O  1.80  3.16  -0.37  -0.610
H  1.65  3.69  -1.16  0.273
H  2.09  2.31  -0.72  0.311
O  -0.33  3.11  3.20  -0.600
H  0.06  2.37  3.69  0.304
H  -1.26  3.10  3.47  0.292



C4H8O2 | the ωB97M-V functional and the def2-TZVPD basis

Values from the calculation:
Structure (SMILES): CO[C@@H](C)C=O
HOMO: -9.584 eV
LUMO level: 0.033 Ha
E_tot: -8371.709 eV
Strongest force on any atom: 0.487 eV/Å
Gap between HOMO and LUMO: 10.49 eV

Last column: Mulliken charge in e.
Positions of all 14 atoms, in Å:
C  -0.36  1.44  1.36  -0.733
O  0.55  0.60  0.69  -0.353
C  -0.01  -0.12  -0.38  0.505
C  1.12  -0.55  -1.31  -1.339
C  -0.80  -1.33  0.09  -0.091
O  -1.20  -2.16  -0.69  -0.471
H  0.20  1.95  2.14  0.251
H  -0.78  2.20  0.68  0.313
H  -1.18  0.87  1.82  0.290
H  -0.72  0.51  -0.96  0.249
H  1.67  0.34  -1.64  0.341
H  1.82  -1.21  -0.79  0.337
H  0.72  -1.09  -2.17  0.376
H  -1.03  -1.45  1.17  0.328



C35H36CaClFN5O3PSe3Te | the ωB97M-V functional and the def2-TZVPD basis

Values from the calculation:
HOMO: -5.461 eV
LUMO level: -0.069 Ha
E_tot: -296774.061 eV
Strongest force on any atom: 0.613 eV/Å
Gap between HOMO and LUMO: 3.58 eV

Last column: Mulliken charge in e.
Positions of all 87 atoms, in Å:
Ca  -0.96  -2.04  -2.92  1.175
Cl  -1.91  -4.17  -0.52  -0.140
C  -1.17  -3.85  1.01  0.505
C  -1.90  -4.15  2.16  -0.615
C  -1.34  -3.91  3.40  -0.469
C  -0.05  -3.39  3.49  -0.835
C  0.66  -3.10  2.34  -0.264
C  0.12  -3.32  1.07  -0.282
P  0.97  -2.84  -0.50  1.431
C  2.25  -1.70  0.14  -0.615
C  1.96  -0.34  0.14  -0.449
C  2.89  0.58  0.61  -0.676
C  4.12  0.14  1.08  -0.704
C  4.43  -1.21  1.06  -0.786
C  3.50  -2.13  0.59  -0.051
C  1.94  -4.31  -0.94  0.135
C  2.65  -4.22  -2.14  0.232
C  3.40  -5.29  -2.59  -0.558
C  3.43  -6.47  -1.86  -0.488
C  2.72  -6.57  -0.67  -0.687
C  1.97  -5.49  -0.21  -0.285
H  -2.90  -4.55  2.06  0.455
H  -1.90  -4.14  4.29  0.365
H  0.40  -3.22  4.46  0.383
H  1.66  -2.69  2.42  0.443
H  1.03  0.00  -0.29  0.646
H  2.67  1.64  0.56  0.617
H  4.86  0.86  1.41  0.400
H  5.40  -1.55  1.39  0.423
H  3.75  -3.18  0.55  0.474
H  2.62  -3.31  -2.73  -0.002
H  3.93  -5.20  -3.53  0.347
H  4.00  -7.32  -2.22  0.372
H  2.74  -7.50  -0.10  0.390
H  1.42  -5.58  0.72  0.372
Se  0.37  -3.70  -4.88  -0.623
Se  4.00  -2.43  -5.23  -0.600
Te  1.73  -1.62  -5.30  0.279
Se  1.47  -0.37  -3.14  -0.373
F  0.04  1.31  2.81  -0.462
C  -0.49  1.83  1.67  0.916
C  -1.06  0.99  0.76  -1.519
C  -1.62  1.51  -0.40  -0.006
C  -2.06  0.57  -1.44  1.349
O  -1.95  -0.65  -1.23  -1.163
C  -2.57  1.18  -2.63  0.374
C  -2.68  2.52  -2.70  -0.303
N  -2.26  3.40  -1.73  0.219
C  -2.30  4.81  -1.99  -0.303
C  -3.16  5.68  -1.12  -0.403
C  -3.56  5.40  -2.54  -0.953
C  -1.66  2.90  -0.59  0.340
C  -1.02  3.74  0.34  -1.001
C  -0.41  3.21  1.46  -0.133
N  0.30  4.06  2.35  0.300
C  -0.42  4.93  3.24  -0.785
C  -0.45  4.38  4.66  -0.649
N  0.97  4.18  5.11  -0.095
C  1.73  3.24  4.20  -0.685
C  1.65  3.75  2.77  -0.149
C  -2.96  0.35  -3.86  -0.123
O  -4.07  0.56  -4.35  -0.720
O  -2.07  -0.46  -4.25  -0.658
H  -1.08  -0.08  0.92  0.665
H  -3.11  2.98  -3.58  0.598
H  -1.36  5.23  -2.34  0.432
H  -2.80  6.67  -0.86  0.302
H  -3.72  5.18  -0.34  0.214
H  -3.47  6.18  -3.27  0.257
H  -4.39  4.72  -2.69  0.349
H  -0.94  4.80  0.16  0.642
H  -1.44  5.06  2.89  0.438
H  0.05  5.93  3.26  0.311
H  -0.93  3.40  4.68  0.351
H  -0.94  5.05  5.36  0.413
H  0.99  3.83  6.06  0.351
H  1.44  5.09  5.11  0.385
H  1.27  2.26  4.30  0.374
H  2.76  3.20  4.55  0.376
H  2.09  3.01  2.11  -0.188
H  2.27  4.66  2.69  0.378
N  -4.26  -2.80  -3.96  -0.660
N  -2.96  -3.38  -3.78  -0.332
H  -4.67  -3.15  -4.82  0.228
H  -4.13  -1.80  -4.11  0.324
H  -2.46  -3.49  -4.66  0.271
H  -3.09  -4.31  -3.40  0.191



C27H43F3N7O2ScSeSi | the ωB97M-V functional and the def2-TZVPD basis

Values from the calculation:
HOMO: -7.072 eV
LUMO level: 0.011 Ha
E_tot: -145302.008 eV
Strongest force on any atom: 2.624 eV/Å
Gap between HOMO and LUMO: 7.36 eV

Last column: Mulliken charge in e.
Positions of all 85 atoms, in Å:
Sc  -0.37  1.09  -0.12  -0.397
C  2.19  0.90  0.97  -0.205
C  2.93  -0.28  0.86  -1.135
C  2.27  -1.24  1.70  -1.435
C  1.16  -0.67  2.28  -0.354
C  1.11  0.69  1.88  -0.320
H  2.49  1.83  0.52  -0.116
H  3.83  -0.28  0.27  0.861
H  2.56  -2.29  1.82  0.313
H  0.46  -1.15  2.96  0.661
H  0.54  1.44  2.38  0.944
C  -1.61  -3.26  1.98  -0.928
N  -2.37  -2.11  2.58  0.566
C  -3.47  -2.57  3.41  -1.366
C  -2.15  -0.80  2.21  -0.356
N  -1.78  -0.43  1.02  0.814
C  -2.04  -1.22  -0.15  -0.339
C  -3.35  -1.58  -0.46  -0.406
C  -3.70  -2.26  -1.63  -1.345
C  -2.70  -2.48  -2.55  -0.710
C  -1.41  -2.14  -2.32  -0.072
C  -1.08  -1.50  -1.14  0.156
N  0.25  -0.92  -1.03  1.943
C  1.28  -1.59  -1.53  -1.342
N  2.31  -0.93  -2.12  0.669
C  3.59  -1.54  -2.31  -1.348
C  2.37  0.52  -2.43  -1.150
N  1.39  -2.95  -1.51  0.703
C  0.78  -3.72  -0.42  -0.565
C  1.69  -3.71  -2.71  -1.305
N  -2.26  0.11  3.24  0.464
C  -2.60  1.47  2.96  -1.254
C  -1.90  -0.24  4.61  -1.203
H  -2.07  -3.68  1.10  0.138
H  -1.57  -4.02  2.83  0.469
H  -0.61  -2.95  1.70  0.207
H  -4.14  -3.21  2.90  0.350
H  -4.03  -1.71  3.72  0.387
H  -3.01  -3.10  4.26  0.442
H  -4.09  -1.33  0.23  0.784
H  -4.70  -2.54  -1.80  0.505
H  -2.98  -2.98  -3.47  0.409
H  -0.66  -2.32  -3.08  0.500
H  3.64  -2.54  -1.99  0.438
H  4.30  -1.01  -1.67  0.429
H  3.82  -1.50  -3.35  0.342
H  1.37  1.00  -2.34  0.039
H  2.61  0.57  -3.46  0.500
H  3.04  1.04  -1.75  0.484
H  0.78  -3.07  0.45  -0.307
H  1.38  -4.63  -0.21  0.418
H  -0.28  -3.96  -0.66  0.238
H  1.84  -2.99  -3.53  0.356
H  0.86  -4.36  -3.03  0.362
H  2.56  -4.32  -2.55  0.403
H  -3.04  1.63  2.01  0.246
H  -1.69  2.08  3.06  0.283
H  -3.32  1.82  3.71  0.440
H  -1.55  -1.24  4.70  0.421
H  -2.80  -0.11  5.30  0.299
H  -1.14  0.47  4.93  0.378
F  -0.21  1.77  -5.00  -0.285
C  -0.80  0.69  -4.47  0.541
F  -1.71  0.20  -5.36  -0.304
F  0.15  -0.24  -4.32  -0.188
C  -1.53  0.97  -3.10  0.425
O  -2.77  0.80  -3.07  -0.652
O  -0.68  1.38  -2.21  -0.168
N  -3.54  2.56  -0.49  0.010
C  -2.56  2.00  -0.29  0.111
H  -4.29  3.10  -0.90  0.306
C  3.07  4.14  -0.96  -1.020
Si  1.86  4.66  0.36  0.613
C  2.78  4.41  1.96  -1.096
C  1.59  6.53  0.26  -1.139
Se  -0.05  3.64  0.23  -0.432
H  3.87  4.90  -0.91  0.439
H  2.62  4.06  -1.99  0.241
H  3.56  3.16  -0.68  0.294
H  3.74  4.98  1.89  0.324
H  3.02  3.39  2.17  0.405
H  2.25  4.88  2.80  0.314
H  2.52  6.99  0.57  0.301
H  0.79  6.88  0.98  0.259
H  1.33  6.92  -0.75  0.297



Calculated values (eV) of relative energy (zero: lowest compared OMol25 entry of this formula, charge and spin) for the records, taken in order: 2.6429; 1.5732; 0.4140; 0.7101.